Record 1
11
Properties=species:S:1:pos:R:3 method="wB97M-V/def2-TZVPD" max_force_ev_per_a=4.5 spin_multiplicity=1 homo_energy_ev=-9.1 smiles="[H]/N=C/N1CC1" relative_energy_kj_mol=228.5
H 0.451 1.909 -0.706
N -0.690 -0.940 1.482
C 0.484 0.878 -1.142
H -1.211 -1.090 2.359
C -1.143 -0.206 0.622
H 0.639 0.872 -2.234
C 1.038 -0.327 -0.326
H 1.635 -1.158 -0.721
H 1.238 -0.102 0.762
N -0.371 -0.168 -0.575
H -2.069 0.332 0.480


Record 2
20
Properties=species:S:1:pos:R:3 method="wB97M-V/def2-TZVPD" max_force_ev_per_a=2.9 total_charge=+1 spin_multiplicity=1 homo_energy_ev=-15.6 relative_energy_kj_mol=77.3
H -1.692 0.410 -2.595
H -1.968 -0.586 -1.238
O 0.055 -2.444 0.741
H -1.168 1.222 2.265
H -0.157 1.888 -1.087
H -0.124 2.309 1.474
H 0.049 -3.207 1.329
H 0.824 0.114 0.255
H 3.427 0.125 -0.609
H -0.739 -2.541 0.207
N -0.109 0.441 0.524
O 2.655 -0.464 -0.635
H 3.108 -1.311 -0.595
C -0.194 1.240 1.715
C -0.778 1.080 -0.695
H 0.603 1.010 2.426
H -1.642 1.570 -0.229
H -0.312 -0.471 -2.140
H -0.666 -0.414 0.588
C -1.172 0.032 -1.699


Record 3
25
Properties=species:S:1:pos:R:3 method="wB97M-V/def2-TZVPD" s_squared=12.018 max_force_ev_per_a=5.1 total_charge=+1 spin_multiplicity=7 homo_energy_ev="-11.5 / -11.4"
H 2.196 -1.496 -1.416
H -0.421 -1.273 2.373
O -1.071 -0.173 0.767
H 3.156 -1.841 0.064
H 0.937 -2.791 1.035
C -0.713 -1.429 1.322
C 0.450 -1.955 0.513
O -3.247 0.248 0.037
C -2.397 0.379 1.125
H -1.555 -2.134 1.272
H 0.112 -2.300 -0.478
H 3.988 0.148 -1.331
H -3.423 1.219 -0.112
H -2.073 1.914 -2.185
H -0.965 3.247 -2.286
C 3.175 0.261 -0.584
H -1.981 3.204 -0.875
H -2.793 -0.145 2.005
C -1.413 2.546 -1.559
Eu 0.428 1.194 -0.425
C 2.508 -1.102 -0.432
O 1.342 -0.870 0.355
H 3.673 0.505 0.379
H -2.162 1.420 1.381
O 2.248 1.221 -0.943


Record 4
10
Properties=species:S:1:pos:R:3 method="wB97M-V/def2-TZVPD" max_force_ev_per_a=1.9 spin_multiplicity=1 homo_energy_ev="-9.6 / -8.5" relative_energy_kj_mol=305.7
F 2.496 0.946 0.340
F 2.705 -1.156 -0.172
C 0.733 -0.188 -0.933
I -3.110 1.666 0.196
F 2.884 0.352 -1.650
C -2.925 -0.140 1.170
O -0.148 0.469 -0.586
I -2.933 -1.958 0.134
F -1.924 -0.009 2.034
C 2.222 0.017 -0.533


Record 5
99
Properties=species:S:1:pos:R:3 method="wB97M-V/def2-TZVPD" max_force_ev_per_a=4.7 total_charge=-1 spin_multiplicity=1 homo_energy_ev=-4.6 relative_energy_kj_mol=457.5
H 1.087 3.683 4.383
S -0.797 4.722 -1.347
H -1.828 0.333 2.696
S -0.638 1.371 -1.341
C -5.966 2.839 -2.370
C 0.063 1.372 5.104
H 0.517 4.848 -6.402
H 4.586 -4.139 1.534
N 3.271 -1.481 0.327
C -3.870 1.871 -1.691
H -2.608 -2.922 1.525
H 0.149 -0.568 3.953
C -1.461 -2.490 -2.924
O 0.961 -2.017 2.420
H 6.200 -0.354 0.902
C 0.426 -1.799 4.878
H -3.302 1.086 -1.205
H -0.592 0.790 5.762
C -1.815 2.159 3.872
C -5.258 1.821 -1.750
H -3.949 -1.553 -0.132
C 0.228 3.349 3.796
C -1.902 -1.819 5.407
C 1.219 -2.349 -2.427
H 2.293 -2.181 -2.302
H 6.199 -3.049 -1.511
C -0.536 -1.801 5.819
H 0.915 1.691 5.713
C 3.134 -2.854 -0.218
C 0.691 2.513 2.573
C 3.987 -1.585 1.608
H -1.650 1.773 1.711
C -1.362 1.311 2.658
C -1.873 -2.119 1.679
N 5.314 -2.180 1.431
H 4.714 -2.537 -2.312
N 4.448 -3.456 -0.439
Br -3.229 -1.774 6.777
C -0.953 -2.060 -1.675
Bi 0.902 -0.332 0.588
C -3.246 -1.819 -0.913
C -3.726 -2.205 -2.179
H 4.136 0.352 -0.171
H -2.498 1.587 4.506
H 1.638 0.411 3.915
H -5.830 4.718 -3.405
H -7.048 2.802 -2.415
C -3.183 2.942 -2.248
H -5.786 0.985 -1.306
H 6.134 -3.962 0.702
C -0.910 2.978 -3.967
H -1.132 0.902 -6.640
C 6.069 -1.354 0.485
C -3.899 3.966 -2.865
C -1.908 -1.758 -0.621
H 1.774 2.411 2.530
C -0.290 4.057 -4.578
H -2.348 3.056 3.549
O 2.144 1.194 0.464
C 0.798 -2.827 -3.684
C -5.282 3.915 -2.928
C -0.540 -2.879 -3.924
H -3.363 4.810 -3.283
C 0.549 0.512 3.905
N -0.656 2.562 4.659
N 0.403 -1.988 -1.477
H -1.683 0.995 -4.230
C -1.347 -1.962 3.033
H -0.918 -3.223 -4.880
H 3.395 -2.185 2.300
C 5.218 -2.597 -1.343
C -0.279 2.876 -6.676
N 5.393 -1.249 -0.807
C -1.211 1.842 -4.716
H 1.484 -1.824 5.100
H -0.307 4.244 3.473
P -1.351 3.029 -2.192
H 4.087 -0.581 2.027
H -3.213 -2.871 -4.134
C 0.045 -1.900 3.274
H -0.029 2.835 -7.729
C 5.150 -3.507 0.845
C -2.857 -2.549 -3.164
C -2.269 -1.914 4.118
H -4.794 -2.239 -2.355
H -0.281 -1.798 6.871
H 2.531 -2.812 -1.130
H -0.051 4.928 -3.980
H 0.390 2.966 1.628
H 1.525 -3.118 -4.429
N 0.105 1.165 2.664
H 2.566 -3.480 0.476
N -1.509 -1.392 0.690
H -3.327 -1.955 3.879
C 4.072 -0.652 -0.590
C 0.026 4.004 -5.932
C -0.899 1.791 -6.065
H 7.061 -1.790 0.342
H 3.557 -0.558 -1.548


Record 6
41
Properties=species:S:1:pos:R:3 method="wB97M-V/def2-TZVPD" max_force_ev_per_a=5.7 total_charge=-4 spin_multiplicity=1 homo_energy_ev=3.8
C 8.645 26.286 7.446
C 7.151 20.232 8.892
H 12.651 22.847 9.290
C 7.720 25.142 5.418
H 11.333 19.158 8.445
C 8.177 19.627 11.241
C 7.930 23.828 5.841
C 6.210 19.253 9.114
H 9.139 21.168 6.312
N 9.493 20.310 5.915
O 9.105 19.688 12.067
C 7.271 18.482 11.293
O 7.930 27.571 5.798
O 5.614 17.322 10.637
C 8.138 20.539 9.906
H 8.850 27.163 8.042
O 11.786 19.999 8.389
H 7.706 22.952 5.251
H 9.981 19.515 6.304
C 8.121 26.373 6.253
C 9.891 20.331 4.690
C 8.739 23.656 7.080
O 14.156 22.216 8.051
H 7.425 17.798 12.114
O 10.224 19.325 4.145
H 13.376 22.271 8.603
H 9.402 22.130 4.722
O 7.007 25.190 4.323
O 8.959 21.464 9.897
O 9.429 22.624 7.273
C 6.338 18.287 10.338
H 14.883 22.404 8.644
O 9.284 24.770 9.180
O 11.795 22.683 9.732
Li 10.504 21.581 8.669
H 12.682 19.773 8.138
H 7.268 20.792 7.976
C 8.863 24.945 8.034
N 9.868 21.501 4.084
H 10.300 21.578 3.174
O 5.342 18.998 8.199


For reference, electronic energy by record: -6186.177 -8916.984 -33958.835 -32225.488 -165050.180 -41438.195 eV.